#one
Formula: C8H8
Source: the OMol25 dataset
Level of theory: the ωB97M-V functional and the def2-TZVPD basis

Summary:
- SMILES = C=Cc1ccccc1
- Kohn-Sham gap (eV) = 9.28
- spin multiplicity = 1
- LUMO level (eV) = 0.768

Positions of all 16 atoms, in Å:
H -2.76 0.94 0.13
C 0.42 -0.38 0.24
C -0.80 0.06 0.62
C -1.41 0.78 -1.58
H 2.08 -1.57 1.00
H -1.08 0.09 1.71
C -0.04 0.39 -1.92
H 0.20 0.55 -2.95
C -1.68 0.71 -0.23
H -2.10 0.87 -2.34
H 1.99 -0.27 3.32
H 1.60 -0.91 -1.48
C 1.35 -0.31 2.46
C 1.40 -0.83 1.22
C 0.69 -0.45 -1.12
H 0.54 0.41 2.49

Atomic partial charges in e from the natural (NBO) method, atoms 1 to 6: 0.211, -0.080, -0.210, -0.214, 0.203, 0.211

***

#two
Formula: C8H8
Source: the OMol25 dataset
Level of theory: the ωB97M-V functional and the def2-TZVPD basis

Summary:
- SMILES = c1ccccc1.C#C
- Kohn-Sham gap (eV) = 9.93
- spin multiplicity = 1
- LUMO level (eV) = 1.020

Positions of all 16 atoms, in Å:
H -2.27 -0.72 -2.49
H 1.58 -0.15 -1.68
C 1.28 1.36 1.62
C 1.00 0.25 -0.66
H 2.05 1.37 2.62
H -1.80 0.38 1.37
H 2.84 1.12 -0.08
C 1.75 0.97 0.32
H -0.61 1.49 2.81
H -1.16 -0.63 -0.99
C -0.01 1.17 1.89
C -1.80 -1.61 -2.10
C -0.79 0.47 0.94
C -1.07 -2.52 -1.72
C -0.41 -0.01 -0.31
H -0.44 -3.32 -1.47

Atomic partial charges in e from the natural (NBO) method, atoms 1 to 6: 0.266, 0.230, -0.227, -0.227, 0.225, 0.204

***

#three
Formula: C8H8
Source: the OMol25 dataset
Level of theory: the ωB97M-V functional and the def2-TZVPD basis

Summary:
- Kohn-Sham gap (spin up / spin down) (eV) = 7.80 / 7.80
- spin multiplicity = 1
- LUMO level (spin up / spin down) (eV) = -0.306 / -0.306

Positions of all 16 atoms, in Å:
C 1.56 -0.90 -0.14
H -2.81 -1.19 0.27
C -0.99 -0.19 0.09
H -1.42 -2.43 0.63
H -1.48 1.47 -0.97
H -2.68 0.99 0.31
C -1.67 1.14 0.02
H 2.41 1.16 1.15
C 0.37 -0.26 -0.14
H 3.80 1.32 -0.17
C 2.90 -0.83 -0.01
H -1.11 1.86 0.68
C 1.70 0.49 -0.91
H -1.67 -1.89 -1.03
C -1.78 -1.48 0.07
C 2.85 0.74 0.14

Atomic partial charges in e from the natural (NBO) method, atoms 1 to 6: -0.018, 0.220, 0.046, 0.248, 0.242, 0.219

***

Which structure wins on stability? #one wins.